1.
DFT (ωB97M-V/def2-TZVPD) results for an isolated molecule of C6H10Cl2.

The geometry in XYZ format:
```
18
Properties=species:S:1:pos:R:3:nbo_charge:R:1
C -1.34 -0.22 -0.27 -0.235
C -0.18 -0.79 -0.16 0.006
C -2.67 -0.86 -0.28 -0.641
C 1.32 1.18 -0.98 -0.615
C 1.38 0.45 1.49 -0.623
C 1.24 -0.03 0.06 0.016
Cl 0.00 -2.58 -0.02 -0.041
Cl 2.61 -1.19 -0.29 -0.068
H -1.42 0.86 -0.41 0.219
H -2.72 -1.76 0.28 0.230
H -2.88 -1.20 -1.28 0.229
H -3.41 -0.13 0.06 0.217
H 2.23 1.68 -0.85 0.215
H 1.21 0.97 -2.01 0.227
H 0.60 1.95 -0.68 0.206
H 2.04 1.20 1.48 0.211
H 0.37 0.81 1.68 0.216
H 1.61 -0.34 2.16 0.231
```

Results
E_HOMO = -9.49 eV
Net charge = 0
HOMO-LUMO gap = 10.26 eV


2.
DFT (ωB97M-V/def2-TZVPD) results for a structure of composition C3H7NO2.

The geometry in XYZ format:
```
13
Properties=species:S:1:pos:R:3:nbo_charge:R:1
C 1.98 0.79 0.11 -0.250
O 0.59 0.72 0.36 -0.527
C 0.02 -0.42 -0.14 -0.109
C -1.34 -0.77 0.38 0.610
O -1.47 -1.74 1.09 -0.611
N -2.31 0.02 -0.04 -0.847
H 2.23 0.88 -0.96 0.173
H 2.51 -0.08 0.53 0.176
H 2.32 1.69 0.63 0.200
H 0.66 -1.30 -0.05 0.207
H -0.23 -0.25 -1.45 0.097
H -3.27 -0.24 0.26 0.442
H -1.67 0.70 -0.72 0.439
```

Results
E_HOMO = -9.50 eV
Net charge = 0
HOMO-LUMO gap = 10.26 eV


3.
DFT (ωB97M-V/def2-TZVPD) results for an isolated molecule of C19H19N3O3.

The geometry in XYZ format:
```
44
Properties=species:S:1:pos:R:3:nbo_charge:R:1
C 0.97 8.37 -4.49 -0.253
H 0.78 9.01 -5.35 0.202
O 0.44 7.11 -4.82 -0.488
C 0.54 6.10 -3.92 0.321
C 1.14 6.21 -2.66 -0.332
C 1.18 5.11 -1.82 -0.084
C 0.63 3.90 -2.22 -0.162
C 0.03 3.79 -3.47 -0.144
C -0.02 4.88 -4.31 -0.261
H -0.47 4.82 -5.28 0.226
H -0.40 2.84 -3.77 0.235
C 0.67 2.75 -1.34 0.311
N 1.21 2.75 -0.14 -0.166
O 1.02 1.49 0.33 -0.288
C 0.38 0.80 -0.63 0.535
N 0.13 1.53 -1.67 -0.499
C 0.03 -0.62 -0.42 -0.453
H -0.95 -0.81 -0.86 0.253
C 0.06 -1.01 1.05 -0.501
H -0.68 -0.43 1.61 0.228
H 1.04 -0.80 1.47 0.236
C -0.25 -2.50 1.22 0.689
O -0.45 -3.24 0.29 -0.604
N -0.27 -2.86 2.53 -0.598
C -0.52 -4.12 3.10 0.151
C -0.45 -4.23 4.49 -0.255
C -0.69 -5.45 5.10 -0.185
C -0.99 -6.56 4.33 -0.242
C -1.06 -6.47 2.95 0.011
C -0.82 -5.24 2.34 -0.221
H -0.86 -5.16 1.27 0.243
C -1.37 -7.68 2.12 -0.632
H -2.28 -8.15 2.48 0.219
H -1.51 -7.41 1.08 0.218
H -0.56 -8.40 2.20 0.221
H -1.18 -7.51 4.81 0.209
H -0.64 -5.52 6.17 0.214
H -0.22 -3.36 5.09 0.202
H -0.08 -2.14 3.21 0.397
H 0.74 -1.24 -0.98 0.253
H 1.64 5.19 -0.85 0.221
H 1.57 7.14 -2.33 0.220
H 0.48 8.80 -3.61 0.177
H 2.05 8.32 -4.32 0.177
```

Results
E_HOMO = -8.40 eV
Net charge = 0
HOMO-LUMO gap = 9.01 eV


4.
DFT (ωB97M-V/def2-TZVPD) results for a structure of composition C23H34CrF4N5OS2.

The geometry in XYZ format:
```
70
Properties=species:S:1:pos:R:3:nbo_charge:R:1
Cr -0.78 -0.97 -0.07 0.858
C 0.07 -0.18 4.25 -0.637
C -0.27 -0.04 2.77 -0.222
N -0.38 -1.32 2.01 -0.438
C -1.35 -2.24 2.66 -0.217
C -2.73 -1.64 2.86 -0.633
C 0.96 -1.99 1.97 -0.211
C 1.04 -3.01 0.85 -0.222
N 0.58 -2.33 -0.34 -0.636
C 0.77 -2.81 -1.60 0.083
C 0.23 -2.05 -2.64 0.270
F -0.46 -0.91 -2.27 -0.331
C 0.36 -2.36 -3.98 0.359
F -0.18 -1.54 -4.89 -0.298
C 1.04 -3.49 -4.36 -0.376
C 1.58 -4.27 -3.35 0.375
F 2.24 -5.39 -3.67 -0.293
C 1.45 -3.96 -2.01 0.260
F 1.99 -4.78 -1.10 -0.306
H 0.17 0.82 4.67 0.229
H 1.02 -0.69 4.41 0.217
H -0.71 -0.70 4.81 0.214
H 0.50 0.54 2.27 0.207
H -1.20 0.50 2.64 0.209
H -0.94 -2.56 3.62 0.198
H -1.43 -3.13 2.03 0.221
H -2.73 -0.86 3.62 0.200
H -3.42 -2.42 3.19 0.242
H -3.12 -1.24 1.92 0.219
H 1.18 -2.44 2.94 0.208
H 1.69 -1.21 1.78 0.202
H 0.46 -3.91 1.08 0.190
H 2.09 -3.33 0.77 0.224
H 1.15 -3.76 -5.40 0.260
O 0.68 0.62 -0.06 -0.657
C 1.46 1.53 -0.30 0.755
C 2.88 1.50 0.18 -0.501
C 3.63 0.76 -0.96 -0.384
C 3.41 1.29 -2.39 -0.414
C 2.03 1.01 -3.00 -0.425
C 0.91 1.97 -2.57 -0.226
N 1.18 2.50 -1.22 -0.623
H 2.97 0.96 1.12 0.233
H 3.28 2.51 0.30 0.223
H 3.34 -0.29 -0.93 0.214
H 4.70 0.80 -0.73 0.233
H 4.15 0.80 -3.02 0.238
H 3.65 2.36 -2.44 0.195
H 1.75 -0.02 -2.74 0.206
H 2.10 1.03 -4.09 0.234
H -0.06 1.48 -2.58 0.223
H 0.85 2.84 -3.24 0.213
H 1.93 3.18 -1.26 0.383
S -3.09 -3.41 -0.62 0.227
C -2.09 -2.28 -0.31 -0.322
C -2.09 3.74 -1.23 -0.410
N -2.52 3.28 0.07 -0.371
C -2.68 4.21 1.19 -0.220
C -3.30 3.32 2.28 -0.226
N -2.99 1.98 1.77 -0.588
C -2.68 2.02 0.46 0.374
S -2.62 0.65 -0.55 -0.172
H -2.85 4.40 -1.66 0.217
H -1.95 2.88 -1.88 0.244
H -1.15 4.28 -1.14 0.212
H -3.33 5.04 0.91 0.225
H -1.71 4.61 1.47 0.206
H -4.37 3.47 2.36 0.211
H -2.84 3.48 3.25 0.221
H -3.44 1.16 2.13 0.428
```

Results
E_HOMO (alpha / beta) = -9.92 / -9.44 eV
Multiplicity = 3
<S²> = 2.355
Net charge = +1
HOMO-LUMO gap (alpha / beta) = 7.83 / 6.61 eV


5.
DFT (ωB97M-V/def2-TZVPD) results for an isolated molecule of C21H26N2O8S3.

The geometry in XYZ format:
```
60
Properties=species:S:1:pos:R:3:nbo_charge:R:1
C -3.47 -3.58 0.80 -0.663
C -2.57 -2.66 0.05 0.063
C -2.89 -1.31 -0.08 -0.347
C -2.07 -0.43 -0.75 -0.107
C -0.91 -0.91 -1.32 -0.363
C -0.57 -2.25 -1.24 -0.150
C -1.40 -3.11 -0.55 -0.202
H -1.14 -4.16 -0.47 0.224
H 0.34 -2.59 -1.72 0.243
S 0.18 0.26 -2.13 2.191
O -0.60 1.34 -2.66 -0.934
O 1.08 -0.44 -3.00 -0.929
C 1.13 0.89 -0.73 -0.348
C 2.08 0.06 -0.16 -0.115
C 2.80 0.53 0.92 -0.357
C 2.59 1.80 1.43 -0.164
C 1.63 2.62 0.85 -0.208
C 0.90 2.16 -0.24 -0.160
H 0.16 2.78 -0.72 0.247
H 1.46 3.61 1.25 0.229
H 3.17 2.11 2.29 0.245
S 4.11 -0.51 1.59 2.340
O 3.75 -1.88 1.38 -0.933
O 4.42 -0.05 2.91 -0.933
N 5.42 -0.18 0.63 -0.669
C 5.36 -0.64 -0.74 -0.269
H 4.97 -1.66 -0.72 0.240
C 6.78 -0.60 -1.32 -0.072
O 7.32 0.70 -1.22 -0.517
C 7.38 1.13 0.11 -0.072
H 7.81 2.13 0.10 0.202
C 5.98 1.15 0.74 -0.268
H 6.03 1.39 1.80 0.240
H 5.36 1.89 0.22 0.184
H 8.02 0.46 0.70 0.172
H 6.77 -0.85 -2.38 0.204
H 7.41 -1.31 -0.78 0.171
H 4.70 -0.01 -1.35 0.188
H 2.25 -0.93 -0.54 0.248
H -2.32 0.61 -0.83 0.251
S -4.41 -0.70 0.68 2.319
O -4.25 -0.74 2.10 -0.939
O -5.51 -1.42 0.10 -0.942
N -4.42 0.90 0.19 -0.691
C -4.66 1.90 1.22 -0.256
H -4.17 1.55 2.13 0.243
C -6.17 2.06 1.45 -0.087
H -6.37 2.89 2.14 0.200
O -6.83 2.39 0.25 -0.522
C -6.65 1.38 -0.72 -0.092
H -7.18 1.72 -1.61 0.199
C -5.16 1.17 -1.03 -0.259
H -5.04 0.31 -1.69 0.229
H -4.74 2.06 -1.49 0.210
H -7.07 0.43 -0.37 0.188
H -6.57 1.13 1.86 0.173
H -4.22 2.84 0.89 0.204
H -3.63 -3.19 1.81 0.249
H -3.06 -4.58 0.85 0.221
H -4.45 -3.61 0.32 0.254
```

Results
E_HOMO = -9.46 eV
Net charge = 0
HOMO-LUMO gap = 9.18 eV


Relative energy (zero: lowest compared OMol25 entry of this formula, charge and spin) for the records above, in order: 89.1, 277.0, 222.5, 21.4, 6.8 kJ/mol
Calculated total energy for the records above, in order: -31428.119, -8807.658, -30624.042, -94857.258, -74062.841 eV